1.
Here is one molecule with the formula C4H7ClN2 in a non-equilibrium geometry from the Open Molecules 2025 dataset. Energies are from ωB97M-V/def2-TZVPD.

Structure (XYZ):
```
14
Properties=species:S:1:pos:R:3:forces:R:3
Cl 3.46933 -0.31930 0.11838 -0.01 -0.47 -0.08
N 2.22071 0.80632 -0.12739 -0.07 1.77 0.38
C 1.02259 0.39310 -0.05473 -0.21 -2.54 -0.74
C -0.23145 1.26205 -0.14979 1.63 0.54 -2.74
C -1.33280 0.27419 0.20911 1.51 -0.49 -1.20
C -0.79373 -1.17514 -0.08165 -0.53 -0.10 -1.20
N 0.66965 -0.97104 0.02120 -2.50 2.65 -0.97
H -0.00698 2.15543 0.47110 -0.83 -0.66 -0.09
H -0.39683 1.66372 -1.22402 0.66 -0.67 1.56
H -1.33356 0.47993 1.21298 -1.18 -0.43 2.86
H -2.21233 0.55639 -0.29820 -1.27 -0.07 -0.24
H -1.20063 -1.98056 0.57254 0.53 0.89 0.09
H -1.15699 -1.57245 -1.13191 1.06 1.08 1.59
H 1.28302 -1.57263 0.46238 1.20 -1.52 0.77
```
Positions in Å, forces in eV/Å.

Computed properties:
**Total charge**: 0
**SMILES string**: Cl/N=C1/CCCN1
**Kohn-Sham gap**: 0.3610 hartree
**F_max**: 3.76 eV Å⁻¹

***

2.
Here is one molecule with the formula C4H7ClN2O in a non-equilibrium geometry from the Open Molecules 2025 dataset. Energies are from ωB97M-V/def2-TZVPD.

Structure (XYZ):
```
15
Properties=species:S:1:pos:R:3:forces:R:3
O -2.38789 -0.71532 1.02563 2.13 -0.94 -0.18
C -1.26507 -0.57512 0.55801 0.63 1.30 -1.25
N -0.13218 -1.41689 0.63589 -3.58 4.44 -1.80
N 1.18276 -1.23015 0.19152 0.81 0.27 2.86
C 1.23532 0.23043 0.05577 6.19 2.18 1.28
C 0.34708 0.71324 -0.96389 -2.10 3.00 -2.22
C -0.94280 0.74228 -0.28591 -3.80 0.22 2.44
Cl -2.51081 1.02877 -1.38966 2.17 -0.14 1.16
H -0.29044 -2.20766 1.05795 -1.05 -5.41 2.72
H 1.68729 -1.63323 1.10835 -0.44 1.87 -2.76
H 0.99344 0.96182 0.97998 0.67 -2.27 -1.18
H 2.36383 0.53747 -0.25105 -2.44 -0.93 0.83
H 0.45284 1.76083 -1.36952 0.86 -0.72 0.96
H 0.19194 0.24370 -1.88147 0.50 -1.91 -1.35
H -0.92533 1.55980 0.52840 -0.55 -0.97 -1.50
```
Positions in Å, forces in eV/Å.

Computed properties:
**Total charge**: 0
**SMILES string**: O=C1NNCC[C@H]1Cl
**Kohn-Sham gap**: 0.3558 hartree
**F_max**: 6.68 eV Å⁻¹

***

3.
Here is one molecule with the formula C4H7ClN2O in a non-equilibrium geometry from the Open Molecules 2025 dataset. Energies are from ωB97M-V/def2-TZVPD.

Structure (XYZ):
```
15
Properties=species:S:1:pos:R:3:forces:R:3
C 0.99410 1.88108 0.24098 0.09 0.24 -0.37
C 0.48506 0.49591 -0.01422 1.11 -0.35 0.45
C 1.24010 -0.61049 -0.17266 -0.70 0.38 -0.30
Cl 2.96350 -0.60087 -0.10922 0.15 0.01 0.04
N -0.90107 0.43726 -0.08900 -1.15 -0.89 0.38
C -1.51361 -0.48249 0.56206 -1.61 0.57 -1.59
N -2.91054 -0.62324 0.43454 0.58 0.27 -0.25
O -3.50083 0.10752 -0.64748 0.31 -0.79 1.17
H 2.06692 2.00077 0.15129 0.17 -0.29 0.14
H 0.66436 2.27739 1.20029 -0.04 -0.19 0.13
H 0.56006 2.53411 -0.51244 -0.19 0.08 -0.11
H 0.82356 -1.57368 -0.47800 0.10 0.41 0.21
H -1.05498 -1.22083 1.18542 0.31 -0.35 0.59
H -3.27782 -1.57161 0.38465 0.36 0.24 0.17
H -2.70765 0.50623 -1.01028 0.52 0.66 -0.66
```
Positions in Å, forces in eV/Å.

Computed properties:
**Total charge**: 0
**SMILES string**: CC(=C\Cl)/N=C/NO
**Kohn-Sham gap**: 0.3487 hartree
**F_max**: 2.34 eV Å⁻¹

***

4.
Here is one molecule with the formula C4H7ClN2O in a non-equilibrium geometry from the Open Molecules 2025 dataset. Energies are from ωB97M-V/def2-TZVPD.

Structure (XYZ):
```
15
Properties=species:S:1:pos:R:3:forces:R:3
N 1.38443 -0.77892 0.95887 0.50 0.07 -0.04
N 1.12412 -1.68654 -0.07557 -0.44 0.56 0.08
C 0.43782 -1.24464 -1.05280 -0.02 -0.05 -0.59
C 0.05069 0.16990 -1.38793 1.30 -1.46 -0.56
C -0.57603 1.04221 -0.64358 -1.09 0.64 1.10
Cl -0.80644 2.65328 -1.27422 0.01 0.10 0.07
C -1.25827 0.86883 0.71583 0.55 -0.45 0.52
O -1.36487 -0.48840 1.16082 -0.82 1.00 -0.72
H 1.66020 0.16608 0.63225 -0.15 -0.76 0.23
H 2.08997 -1.20883 1.55109 -0.06 0.39 -0.21
H 0.22730 -2.00089 -1.82423 0.05 0.40 0.30
H 0.42579 0.48682 -2.36676 -0.28 -0.07 0.25
H -2.24664 1.37621 0.64704 0.52 -0.70 0.18
H -0.66479 1.39324 1.49420 -0.24 0.27 -0.56
H -0.48327 -0.74835 1.46498 0.18 0.05 -0.04
```
Positions in Å, forces in eV/Å.

Computed properties:
**Total charge**: 0
**SMILES string**: N/N=C\C=C(\Cl)CO
**Kohn-Sham gap**: 0.3686 hartree
**F_max**: 2.03 eV Å⁻¹